Record 1
{
  "formula": "C53H31N11O2SW",
  "method": "the ωB97M-V functional and the def2-TZVPD basis",
  "elements": ["W", "C", "C", "C", "C", "C", "N", "C", "N", "C", "C", "C", "C", "C", "C", "C", "C", "N", "C", "N", "C", "N", "C", "N", "C", "N", "C", "C", "C", "C", "C", "C", "C", "C", "C", "C", "C", "C", "N", "C", "C", "H", "H", "H", "H", "H", "H", "H", "H", "H", "H", "H", "H", "H", "H", "H", "H", "O", "C", "C", "C", "C", "C", "C", "C", "N", "N", "C", "O", "C", "C", "C", "C", "C", "C", "H", "H", "H", "H", "H", "H", "H", "H", "H", "H", "S", "C", "N", "C", "C", "C", "C", "C", "C", "H", "H", "H", "H", "H"],
  "xyz": [[0.3560, -0.1259, 0.6079], [-3.3025, -4.6128, 4.5213], [-3.7497, -3.4570, 5.1631], [-3.4190, -2.1969, 4.6830], [-2.6276, -2.1446, 3.5504], [-2.0874, -1.0025, 2.7928], [-1.3543, -1.4000, 1.7518], [-1.3537, -2.8571, 1.7764], [-0.7660, -3.7234, 1.0443], [0.1487, -3.2451, 0.0895], [0.5145, -3.9550, -1.2288], [0.0564, -5.2021, -1.5831], [0.6071, -5.8595, -2.6856], [1.6269, -5.2734, -3.4089], [2.0957, -4.0032, -3.0675], [1.5570, -3.3344, -1.9945], [1.8546, -1.8298, -1.7069], [3.1688, -1.1610, -1.7056], [3.1738, -0.0624, -1.0256], [2.2657, 0.4583, -0.0988], [2.4816, 1.7831, 0.1779], [1.6385, 2.2245, 1.0209], [-0.6155, 2.6010, 1.5802], [-0.6573, 1.6672, 2.7190], [-1.9786, 1.3694, 2.8805], [-2.5143, 0.2223, 3.1241], [-2.6994, 2.6216, 2.6595], [-3.9681, 3.0027, 3.0468], [-4.3925, 4.2711, 2.6785], [-3.5537, 5.1056, 1.9483], [-2.2839, 4.7007, 1.5447], [-1.8594, 3.4318, 1.8948], [3.6842, 2.1945, -0.5821], [4.3504, 3.3999, -0.6854], [5.4995, 3.4387, -1.4674], [5.9596, 2.2999, -2.1224], [5.2839, 1.0879, -2.0235], [4.1507, 1.0472, -1.2385], [1.3598, -1.7096, -0.3394], [-2.1893, -3.2862, 2.9131], [-2.5113, -4.5455, 3.3815], [-3.5787, -5.5787, 4.9241], [-4.3645, -3.5495, 6.0489], [-3.7613, -1.2921, 5.1670], [-0.7137, -5.6730, -0.9850], [0.2405, -6.8398, -2.9615], [2.0591, -5.7940, -4.2536], [2.8682, -3.5219, -3.6541], [-4.5914, 2.3316, 3.6225], [-5.3769, 4.6183, 2.9630], [-3.8994, 6.0938, 1.6730], [-1.6646, 5.3656, 0.9625], [3.9829, 4.2863, -0.1854], [6.0434, 4.3681, -1.5748], [6.8549, 2.3655, -2.7270], [5.6185, 0.2009, -2.5443], [-2.1562, -5.4338, 2.8770], [0.1409, 0.5973, 2.5071], [1.6256, -1.1399, 2.1693], [2.0234, -0.6908, 3.4380], [2.6223, -1.5361, 4.3539], [2.8320, -2.8823, 4.0625], [2.4852, -3.3465, 2.8122], [1.9209, -2.4626, 1.8935], [1.6210, -2.9002, 0.5338], [-0.0523, -1.8485, -0.2954], [1.0865, -1.2049, -2.7307], [0.3121, -0.2145, -2.5366], [0.0286, 0.3786, -1.3969], [-0.3140, 0.3377, -3.7774], [-0.5379, -0.5207, -4.8548], [-1.0612, -0.0341, -6.0393], [-1.3485, 1.3195, -6.1720], [-1.1077, 2.1772, -5.1121], [-0.5987, 1.6863, -3.9164], [1.8807, 0.3416, 3.7175], [2.9261, -1.1400, 5.3152], [3.2838, -3.5412, 4.7925], [2.6640, -4.3769, 2.5271], [2.3766, -3.5715, 0.1402], [-0.2946, -1.5684, -4.7460], [-1.2390, -0.7107, -6.8656], [-1.7526, 1.7001, -7.1018], [-1.3107, 3.2364, -5.2065], [-0.3754, 2.3608, -3.1043], [0.5527, 4.4300, -0.1029], [0.7677, 3.2848, 1.3208], [-0.8114, 1.6343, 0.4913], [-1.3073, 2.3778, -0.6140], [-2.4918, 1.9536, -1.2229], [-3.1474, 2.7334, -2.1514], [-2.6148, 3.9721, -2.5024], [-1.4525, 4.4117, -1.9037], [-0.7960, 3.6345, -0.9436], [1.0733, 3.8736, 2.1891], [-2.8887, 0.9912, -0.9233], [-4.0671, 2.3813, -2.5990], [-3.1104, 4.5993, -3.2322], [-1.0541, 5.3892, -2.1514]],
  "lowdin_charge": [2.02, -0.06, -0.07, 0.00, -0.10, -0.24, 0.09, -0.21, 0.23, -0.34, -0.07, -0.02, -0.08, -0.08, -0.02, -0.08, -0.40, 0.22, -0.24, -0.03, -0.29, 0.05, -0.36, -0.02, -0.20, 0.25, -0.09, 0.00, -0.07, -0.05, -0.01, -0.07, -0.08, -0.01, -0.07, -0.07, 0.00, -0.08, -0.16, -0.10, 0.00, 0.10, 0.10, 0.11, 0.11, 0.10, 0.10, 0.12, 0.12, 0.11, 0.11, 0.08, 0.11, 0.10, 0.10, 0.12, 0.12, -0.36, -0.12, -0.08, -0.08, -0.08, -0.03, -0.21, -0.10, -0.04, 0.20, -0.37, -0.19, -0.12, -0.02, -0.08, -0.09, -0.08, -0.03, 0.10, 0.10, 0.10, 0.12, 0.17, 0.11, 0.10, 0.10, 0.10, 0.09, 1.02, -0.45, -0.06, -0.30, -0.01, -0.07, -0.10, -0.13, -0.47, 0.12, 0.12, 0.11, 0.11, 0.11],
  "relative_energy_ev": 7.964,
  "gap_ev": 6.84,
  "energy_ha": -3256.28431
}

***

Record 2
{
  "formula": "C17H30N3O3S",
  "method": "the ωB97M-V functional and the def2-TZVPD basis",
  "elements": ["C", "C", "C", "C", "C", "C", "C", "C", "C", "O", "N", "C", "S", "C", "C", "N", "C", "C", "O", "C", "C", "N", "C", "O", "H", "H", "H", "H", "H", "H", "H", "H", "H", "H", "H", "H", "H", "H", "H", "H", "H", "H", "H", "H", "H", "H", "H", "H", "H", "H", "H", "H", "H", "H"],
  "xyz": [[-0.4790, -2.4622, -1.7964], [-1.3642, -3.6842, -1.5742], [-2.1209, -3.6849, -0.2440], [-3.1629, -2.5670, -0.1037], [-2.6287, -1.3314, 0.6213], [-3.6657, -0.2112, 0.6617], [-3.1350, 1.0827, 1.3006], [-2.0190, 1.6743, 0.4901], [-0.6965, 1.4333, 0.7122], [-0.2200, 0.6582, 1.7055], [0.3136, 1.9445, -0.0630], [-0.0155, 2.7248, -1.0543], [1.2009, 3.4319, -2.0966], [2.7383, 3.2621, -1.1150], [3.3182, 1.8542, -1.1165], [2.7928, 1.0320, -0.0036], [2.8645, -0.4145, -0.3102], [2.3515, -1.2309, 0.8813], [3.0885, -0.9440, 2.0399], [2.9688, 0.4128, 2.3820], [3.5172, 1.2993, 1.2597], [-1.2853, 3.0156, -1.3513], [-2.4008, 2.5081, -0.6299], [-3.5107, 2.8026, -0.9828], [-1.0785, -1.5637, -1.9243], [0.1186, -2.5967, -2.6958], [0.1955, -2.3251, -0.9514], [-0.7368, -4.5774, -1.6074], [-2.0818, -3.7580, -2.3930], [-1.4066, -3.6259, 0.5810], [-2.6278, -4.6474, -0.1622], [-3.5214, -2.2796, -1.0936], [-4.0223, -2.9417, 0.4545], [-2.3533, -1.6162, 1.6418], [-1.7298, -0.9804, 0.1116], [-3.9973, 0.0172, -0.3524], [-4.5370, -0.5426, 1.2271], [-2.8268, 0.8956, 2.3334], [-3.9477, 1.8106, 1.3174], [-0.9585, 0.2895, 2.2134], [2.5337, 3.6303, -0.1117], [3.4237, 3.9506, -1.6083], [3.0700, 1.3669, -2.0626], [4.4081, 1.9000, -1.0382], [1.7318, 1.3370, 0.1019], [3.9068, -0.6782, -0.5089], [2.2604, -0.6271, -1.1933], [1.2867, -1.0175, 1.0466], [2.4829, -2.2957, 0.6844], [1.9198, 0.6675, 2.5816], [3.5562, 0.5575, 3.2893], [4.5752, 1.0673, 1.1069], [3.4137, 2.3497, 1.5296], [-1.5075, 3.6275, -2.1303]],
  "lowdin_charge": [-0.11, -0.26, -0.21, -0.20, -0.22, -0.17, -0.12, -0.08, -0.29, 0.08, 0.11, -0.59, 1.04, -0.40, -0.18, -0.14, -0.08, -0.18, -0.10, -0.16, -0.08, 0.16, -0.39, 0.12, 0.07, 0.07, 0.05, 0.11, 0.11, 0.11, 0.11, 0.12, 0.12, 0.12, 0.08, 0.12, 0.12, 0.12, 0.13, 0.11, 0.09, 0.09, 0.13, 0.14, 0.11, 0.15, 0.14, 0.11, 0.14, 0.12, 0.14, 0.15, 0.14, 0.16],
  "total_charge": 1,
  "smiles": "CCCCCCCc1c(O)nc(SCC[NH+]2CCOCC2)[nH]c1=O",
  "relative_energy_ev": 0.000,
  "gap_ev": 9.31,
  "energy_ha": -1453.76714
}

***

Record 3
{
  "formula": "C5H8O",
  "method": "the ωB97M-V functional and the def2-TZVPD basis",
  "elements": ["C", "C", "C", "C", "C", "O", "H", "H", "H", "H", "H", "H", "H", "H"],
  "xyz": [[2.7873, 0.3247, -0.2019], [1.3874, -0.0557, -0.1877], [0.2424, -0.4000, -0.2844], [-1.1536, -0.7161, -0.5109], [-2.0768, -0.1207, 0.5537], [-1.9197, 1.2759, 0.6487], [2.9795, 1.0975, 0.5428], [3.4137, -0.5478, -0.0023], [3.0418, 0.7203, -1.1878], [-1.3571, -0.2227, -1.4501], [-1.3173, -1.8059, -0.5534], [-3.1052, -0.3176, 0.2419], [-1.9157, -0.6264, 1.5150], [-0.9748, 1.4428, 0.7811]],
  "lowdin_charge": [-0.11, -0.09, -0.06, -0.19, -0.28, -0.06, 0.08, 0.08, 0.08, 0.12, 0.12, 0.12, 0.12, 0.08],
  "smiles": "CC#CCCO",
  "relative_energy_ev": 1.941,
  "gap_ev": 10.48,
  "energy_ha": -270.48657
}